## one
The following is a DFT calculation (ωB97M-V/def2-TZVPD) of a cluster of 2 separate species, C5H6F3N2 in total.

Calculated values
Charge ... +1
Lowest unoccupied orbital energy ... -3.88 eV
Highest occupied orbital energy ... -12.7 eV

Last column: natural (NBO) charge in e.
Atoms and positions in Å:
1 C -2.563 0.870 -0.034  -0.43
2 C -2.573 -0.444 0.029  0.55
3 C -1.320 1.631 0.015  0.40
4 C -0.439 -1.067 0.338  0.64
5 C -0.093 1.163 0.332  -0.11
6 N 0.415 -0.136 0.317  -0.62
7 N 2.859 -0.881 -0.252  -0.87
8 F -3.463 -1.366 -0.002  -0.25
9 F -1.567 2.936 0.044  -0.29
10 F -0.079 -2.324 0.271  -0.30
11 H -3.466 1.399 -0.243  0.28
12 H 0.779 1.901 0.444  0.22
13 H 2.020 -0.542 0.192  0.46
14 H 2.600 -1.685 -0.824  0.44
15 H 3.613 -1.269 0.289  0.44
16 H 3.278 -0.186 -0.916  0.45



## two
The following is a DFT calculation (ωB97M-V/def2-TZVPD) of the ion C5H6F3N2 with charge +1.

Calculated values
Charge ... +1
Lowest unoccupied orbital energy ... -6.60 eV
Highest occupied orbital energy ... -14.9 eV
SMILES ... [H]/N=[N+]1/CC=C(F)[C@]1(F)CF

Last column: natural (NBO) charge in e.
Atoms and positions in Å:
1 H -2.330 -0.377 -0.678  0.39
2 N -1.771 0.428 -0.352  -0.08
3 N -0.783 0.240 0.287  0.07
4 C 0.113 1.301 0.551  -0.29
5 C 1.270 0.588 1.279  -0.24
6 C 1.086 -0.733 1.349  0.38
7 F 1.900 -1.730 1.537  -0.26
8 C -0.200 -1.069 0.469  0.37
9 F -1.097 -1.960 0.987  -0.29
10 C 0.192 -1.565 -0.995  0.04
11 F 0.882 -0.558 -1.625  -0.34
12 H -0.210 2.177 1.152  0.29
13 H 0.474 1.706 -0.323  0.27
14 H 2.144 1.238 1.725  0.29
15 H -0.719 -1.653 -1.472  0.17
16 H 0.809 -2.476 -0.953  0.23



The structure with the least stability is one.



## one
The following is a DFT calculation (ωB97M-V/def2-TZVPD) of a cluster of 2 separate species, C4H11N3O2 in total.

Calculated values
Charge ... +1
2S+1 ... 2
Lowest unoccupied orbital energy (spin up / spin down) ... -3.35 / -7.99 eV
<S²> ... 0.772
Highest occupied orbital energy (spin up / spin down) ... -14.0 / -14.0 eV

Last column: natural (NBO) charge in e.
Atoms and positions in Å:
1 C -1.360 -2.103 1.132  -0.44
2 C -1.148 -1.043 -1.095  0.56
3 N -0.617 -1.383 0.091  -0.43
4 N -1.088 0.251 -1.421  -0.36
5 N -1.744 -1.981 -1.834  -0.74
6 H -0.033 -0.624 0.499  0.46
7 H -1.670 -3.109 0.857  0.23
8 H -2.159 -1.449 1.504  0.24
9 H -0.181 1.728 0.177  0.49
10 H -1.371 0.470 -2.378  0.37
11 H -1.704 -2.055 -2.839  0.44
12 H -1.840 -2.891 -1.399  0.42
13 H -0.704 -2.146 1.987  0.25
14 C 2.733 2.722 0.775  -0.74
15 C 1.638 1.750 0.565  0.82
16 O 1.687 0.545 0.447  -0.65
17 O 0.452 2.387 0.513  -0.67
18 H 3.696 2.227 0.849  0.25
19 H 2.544 3.333 1.660  0.26
20 H 2.869 3.371 -0.091  0.26



## two
The following is a DFT calculation (ωB97M-V/def2-TZVPD) of a cluster of 2 separate species, C4H11N3O2 in total.

Calculated values
Charge ... +1
2S+1 ... 2
Lowest unoccupied orbital energy (spin up / spin down) ... -3.23 / -7.81 eV
<S²> ... 0.758
Highest occupied orbital energy (spin up / spin down) ... -13.6 / -13.6 eV

Last column: natural (NBO) charge in e.
Atoms and positions in Å:
1 C 2.073 1.570 1.402  -0.46
2 C 0.391 0.004 1.886  0.57
3 N 0.115 0.659 3.027  -0.32
4 N 1.343 0.397 1.004  -0.51
5 N -0.487 -0.992 1.600  -0.66
6 H 0.756 1.265 3.500  0.38
7 H 0.225 0.544 -1.446  0.49
8 H 1.472 0.021 0.086  0.44
9 H -0.987 -1.288 2.414  0.43
10 H -0.177 -1.748 1.020  0.42
11 H 1.479 2.471 1.543  0.22
12 H 2.837 1.831 0.660  0.25
13 H 2.582 1.458 2.375  0.22
14 C -2.285 -1.035 -2.910  -0.73
15 C -0.872 -0.795 -2.489  0.78
16 O -0.596 0.052 -1.428  -0.75
17 O 0.046 -1.206 -3.137  -0.55
18 H -3.003 -0.983 -2.055  0.24
19 H -2.316 -2.019 -3.443  0.27
20 H -2.596 -0.205 -3.609  0.27



The structure with the least stability is two.